Molecular formula: C2H3FINO
Method: DFT, wB97M-V/def2-TZVPD

```
9
Properties=species:S:1:pos:R:3
C -1.212 -0.007 -0.030
C 0.925 1.062 0.265
N -0.735 -1.180 -0.177
O -2.092 0.706 -0.113
F 0.966 2.096 -0.592
I 2.259 -0.475 -0.370
H 1.073 1.221 1.322
H 0.258 -1.514 -0.094
H -1.442 -1.910 -0.211
```

## Properties
**HOMO-LUMO gap (spin up / spin down)**: 8.226 / 8.225 eV
**Spin multiplicity**: 1
**HOMO (spin up / spin down)**: -7.91 / -7.91 eV
**Relative energy (zero: lowest compared OMol25 entry of this formula, charge and spin)**: 181.5 kJ/mol

=====

Molecular formula: C4H7BF4MnNO8P2S
Method: DFT, wB97M-V/def2-TZVPD

```
29
Properties=species:S:1:pos:R:3
O 1.383 -2.574 2.687
C 1.485 -1.540 2.181
N 1.618 -0.457 1.644
P 0.381 0.237 0.628
F -0.657 0.429 1.888
B 0.951 2.086 1.138
O 1.023 3.139 0.133
O 1.249 2.405 2.389
P 2.027 -0.118 -1.125
O 2.861 1.293 -1.580
O 3.252 -0.947 -0.647
S 1.213 -0.792 -2.749
O -0.802 1.027 -0.504
C -2.075 0.389 -0.298
C -1.740 -1.090 -0.027
O -2.483 -1.594 1.022
C -2.137 -1.923 -1.265
F -3.455 -1.824 -1.426
F -1.574 -1.467 -2.383
F -1.822 -3.195 -1.121
O -0.352 -1.186 0.211
H 0.163 3.550 -0.048
H 0.564 2.866 2.889
H 2.389 1.867 -2.200
H 3.095 -1.898 -0.761
H -2.658 0.498 -1.208
H -2.658 0.854 0.488
H -1.899 -1.887 1.731
Mn 0.657 1.851 -1.688
```

## Properties
**HOMO-LUMO gap (spin up / spin down)**: 6.887 / 6.677 eV
**Spin multiplicity**: 6
**Total charge**: +1
**HOMO (spin up / spin down)**: -12.77 / -12.77 eV

=====

Molecular formula: C3H6NO2S
Method: DFT, wB97M-V/def2-TZVPD

```
13
Properties=species:S:1:pos:R:3
C -1.610 0.226 1.258
C 0.275 -0.561 -0.093
C 0.535 0.799 -0.572
N -1.206 -0.787 0.357
O -0.911 2.926 1.172
O -2.107 1.904 -0.710
S -1.252 1.678 0.442
H -0.868 0.481 2.106
H 0.433 -1.220 -0.953
H 0.712 -0.843 0.818
H 1.043 1.488 0.041
H 0.438 0.851 -1.619
H -1.753 -0.418 -0.426
```

## Properties
**SMILES**: O=[S@]1([O-])=CNCC1
**HOMO-LUMO gap**: 7.586 eV
**Spin multiplicity**: 1
**Total charge**: -1
**HOMO**: -3.43 eV
**Relative energy (zero: lowest compared OMol25 entry of this formula, charge and spin)**: 425.8 kJ/mol

=====

Molecular formula: C30H50O16Pd2S6
Method: DFT, wB97M-V/def2-TZVPD

```
104
Properties=species:S:1:pos:R:3
Pd 14.440 -0.760 -4.719
Pd 7.055 1.051 -8.797
C 10.344 -0.020 -6.212
C 11.631 -0.488 -5.675
C 12.007 -1.970 -5.919
O 13.072 -2.382 -5.442
C 11.110 -2.786 -6.635
C 9.893 -2.321 -7.122
C 9.554 -0.856 -6.990
O 8.592 -0.338 -7.601
O 9.026 -3.149 -7.427
O 12.377 0.188 -4.993
H 10.137 1.034 -6.086
H 11.285 -3.855 -6.649
C 8.641 1.733 -2.780
C 7.589 2.572 -3.470
C 6.942 1.720 -4.582
S 7.012 -0.042 -3.913
O 7.699 -0.901 -4.875
O 5.777 -0.509 -3.347
C 8.044 0.373 -2.479
H 8.939 2.093 -1.791
H 9.563 1.764 -3.372
H 8.096 3.348 -4.057
H 6.928 3.210 -2.885
H 7.679 1.701 -5.391
H 5.960 1.941 -4.989
H 8.684 -0.469 -2.219
H 7.312 0.504 -1.683
C 13.829 -3.275 -9.045
C 14.398 -3.051 -10.457
C 15.765 -3.771 -10.300
S 16.483 -3.072 -8.726
O 17.106 -1.803 -8.983
O 17.139 -4.136 -8.005
C 14.827 -2.768 -8.003
H 13.648 -4.316 -8.773
H 12.878 -2.743 -8.921
H 14.649 -2.047 -10.796
H 13.752 -3.552 -11.174
H 16.503 -3.664 -11.090
H 15.489 -4.816 -10.168
H 14.678 -1.685 -7.923
H 14.732 -3.169 -6.998
C 13.764 1.177 -0.366
C 12.324 0.804 -0.033
C 11.927 -0.297 -1.014
S 13.390 -1.292 -1.322
O 13.598 -1.282 -2.775
O 13.347 -2.520 -0.568
C 14.560 -0.122 -0.556
H 14.263 1.858 0.326
H 13.846 1.802 -1.267
H 11.563 1.576 0.066
H 12.346 0.402 0.985
H 11.445 -0.014 -1.948
H 11.229 -0.969 -0.505
H 15.467 0.036 -1.132
H 14.772 -0.536 0.430
C 6.796 -7.076 -7.724
C 5.495 -7.795 -8.019
C 4.475 -6.678 -8.352
S 5.485 -5.311 -9.096
O 5.408 -4.128 -8.236
O 5.162 -5.217 -10.497
C 7.059 -6.101 -8.853
H 7.528 -7.893 -7.732
H 6.825 -6.636 -6.728
H 5.148 -8.413 -7.186
H 5.470 -8.547 -8.812
H 4.097 -6.327 -7.395
H 3.754 -7.071 -9.060
H 7.973 -5.542 -8.666
H 7.283 -6.659 -9.766
C 11.267 -4.613 -3.636
C 10.941 -5.546 -2.468
C 10.536 -4.753 -1.222
S 9.387 -3.539 -1.923
O 9.428 -2.327 -1.127
O 8.168 -4.151 -2.375
C 10.406 -3.321 -3.413
H 11.038 -4.965 -4.638
H 12.311 -4.301 -3.603
H 11.787 -6.153 -2.132
H 10.183 -6.291 -2.714
H 11.405 -4.200 -0.870
H 9.954 -5.330 -0.509
H 11.051 -2.457 -3.232
H 9.764 -3.111 -4.268
C 11.853 4.061 -5.098
C 10.923 5.244 -5.322
C 11.645 6.521 -4.939
S 12.672 6.133 -3.477
O 11.964 6.330 -2.227
O 13.952 6.780 -3.611
C 12.712 4.284 -3.864
H 12.570 4.224 -5.909
H 11.382 3.080 -5.122
H 9.917 5.032 -4.940
H 10.658 5.337 -6.382
H 11.063 7.437 -4.855
H 12.371 6.787 -5.712
H 12.586 3.744 -2.931
H 13.741 4.245 -4.222
```

## Properties
**HOMO-LUMO gap (spin up / spin down)**: 5.850 / 3.146 eV
**Spin multiplicity**: 5
**Total charge**: +2
**HOMO (spin up / spin down)**: -13.39 / -13.39 eV

=====

Molecular formula: C5H11N2O
Method: DFT, wB97M-V/def2-TZVPD

```
19
Properties=species:S:1:pos:R:3
C -0.244 -0.784 -0.068
C 0.796 0.342 -0.007
C 1.614 0.478 -1.332
C 1.716 0.232 1.228
C -2.754 -0.557 0.128
N -1.242 1.278 0.135
N -1.484 0.047 0.032
O -0.032 1.564 0.138
H -0.327 -1.205 -1.004
H -0.197 -1.458 0.669
H 2.454 1.147 -1.232
H 0.853 0.855 -2.027
H 1.755 -0.525 -1.729
H 1.552 0.761 2.155
H 2.729 0.578 0.937
H 1.874 -0.803 1.528
H -3.355 0.287 0.369
H -2.779 -1.327 0.892
H -2.928 -0.910 -0.811
```

## Properties
**SMILES**: C[N+]1=NOC(C)(C)C1
**HOMO-LUMO gap**: 11.232 eV
**Spin multiplicity**: 1
**Total charge**: +1
**HOMO**: -15.89 eV
**Relative energy (zero: lowest compared OMol25 entry of this formula, charge and spin)**: 415.4 kJ/mol

=====

Molecular formula: C3H4N2
Method: DFT, wB97M-V/def2-TZVPD

```
9
Properties=species:S:1:pos:R:3
C 1.335 -0.525 -0.179
C 0.044 -0.226 -0.081
C -0.955 0.842 -0.036
N 0.999 -1.955 0.016
N -0.216 -1.749 0.182
H 2.085 0.163 0.081
H -1.235 1.191 -1.029
H -0.393 1.673 0.374
H -1.665 0.586 0.672
```

## Properties
**HOMO-LUMO gap (spin up / spin down)**: 8.578 / 8.578 eV
**Spin multiplicity**: 1
**HOMO (spin up / spin down)**: -9.01 / -9.01 eV
**Relative energy (zero: lowest compared OMol25 entry of this formula, charge and spin)**: 475.3 kJ/mol

=====

Molecular formula: C18H18NO7S3Zr
Method: DFT, wB97M-V/def2-TZVPD

```
48
Properties=species:S:1:pos:R:3
Zr 0.662 1.005 -0.625
O -0.197 4.694 1.403
C -0.023 3.461 1.012
O 0.461 3.164 -0.094
C -0.383 2.369 1.937
C -1.010 2.459 3.165
C -1.286 1.258 3.848
C -0.920 0.046 3.312
C -0.240 0.013 2.074
N 0.002 1.192 1.410
C 0.321 -1.081 1.346
O 0.233 -2.364 1.716
O 0.950 -0.817 0.263
H 0.097 5.338 0.731
H -1.290 3.411 3.582
H -1.777 1.291 4.807
H -1.151 -0.869 3.837
H -0.117 -2.475 2.610
C 4.388 1.503 -3.464
C 3.499 1.636 -2.264
S 1.886 2.143 -2.576
C 3.979 1.445 -0.976
C 5.432 1.241 -0.684
S 2.960 1.503 0.417
H 3.780 1.519 -4.363
H 4.939 0.566 -3.428
H 5.103 2.322 -3.527
H 6.037 1.236 -1.584
H 5.568 0.305 -0.143
H 5.780 2.037 -0.026
C -3.944 -4.422 0.694
C -3.326 -3.320 -0.107
C -4.090 -2.278 -0.628
C -3.490 -1.236 -1.319
C -2.118 -1.241 -1.496
C -1.346 -2.291 -1.030
C -1.952 -3.323 -0.337
S -1.289 0.172 -2.165
O 0.178 -0.157 -2.220
O -1.850 0.671 -3.368
O -1.313 1.166 -1.013
H -5.005 -4.257 0.845
H -3.460 -4.503 1.666
H -3.811 -5.377 0.187
H -5.161 -2.288 -0.497
H -4.077 -0.427 -1.722
H -0.283 -2.298 -1.231
H -1.349 -4.143 0.022
```

## Properties
**HOMO-LUMO gap (spin up / spin down)**: 3.406 / 3.410 eV
**Spin multiplicity**: 1
**Total charge**: +1
**HOMO (spin up / spin down)**: -9.00 / -9.00 eV

=====

Molecular formula: C2H3FN
Method: DFT, wB97M-V/def2-TZVPD

```
7
Properties=species:S:1:pos:R:3
C 0.448 0.072 0.044
C -1.053 -0.012 -0.017
N 1.572 -0.041 -0.068
F 2.961 0.023 0.042
H -1.374 -0.823 0.756
H -1.110 -0.206 -1.118
H -1.444 0.986 0.362
```

## Properties
**SMILES**: CC#[N+]F
**HOMO-LUMO gap**: 12.809 eV
**Spin multiplicity**: 1
**Total charge**: +1
**HOMO**: -19.45 eV
**Relative energy (zero: lowest compared OMol25 entry of this formula, charge and spin)**: 283.3 kJ/mol